Below is a molecular structure, C28H25N2O5ReS3Sb at a distorted geometry, with properties calculated with ωB97M-V/def2-TZVPD.

Geometry as ORCA input:
```
! RIJCOSX wB97M-V def2-TZVPD def2/J DEFGRID3
* xyz 0 2
Re 0.43502 1.45659 0.89564
S -2.25598 -0.95867 0.92666
C -1.62975 -0.21654 2.27797
N -0.98304 1.00074 2.31619
C -0.75916 1.42878 3.67073
C -0.28416 2.67475 4.05755
C -0.10414 2.93161 5.40569
C -0.40397 1.96569 6.36653
C -0.91981 0.73764 5.98491
C -1.10489 0.49285 4.62901
S -1.81341 -0.90157 3.85466
H -0.06623 3.42805 3.31182
H 0.27604 3.89795 5.71782
H -0.24423 2.18105 7.41782
H -1.17532 -0.01331 6.72353
N -3.13663 4.19471 0.26944
C -1.93679 3.57291 0.29235
O -1.35471 3.31110 1.33812
C -1.26197 3.20940 -1.00005
C 0.16218 2.89650 -0.61815
H -3.61186 4.37073 1.13773
H -3.62605 4.34519 -0.59345
H -1.33815 4.03235 -1.71469
H -1.77587 2.35377 -1.44039
H 0.63148 3.80338 -0.22215
H 0.76733 2.60252 -1.47797
C 3.36605 -0.07396 -4.49938
C 3.65588 -1.04238 -3.54844
C 2.82828 -1.20910 -2.44130
C 1.70477 -0.40571 -2.27975
C 1.41570 0.56170 -3.24449
C 2.24380 0.73229 -4.34619
Sb 0.28605 -0.64751 -0.71029
C 0.76209 -2.56396 0.01500
C -0.21133 -3.55432 0.01533
C 0.08746 -4.81994 0.50487
C 1.35475 -5.09362 1.00085
C 2.32676 -4.10102 1.01083
C 2.03257 -2.83406 0.52313
C -1.29441 -1.08900 -2.06233
C -1.11515 -2.15669 -2.95405
C -2.08790 -2.44451 -3.90864
C -3.23881 -1.66759 -3.98326
C -3.42438 -0.60920 -3.09945
C -2.45899 -0.32569 -2.13981
H 4.01194 0.05268 -5.36164
H 4.52742 -1.67570 -3.66723
H 3.06911 -1.97182 -1.71633
H 0.52842 1.17899 -3.15400
H 2.01038 1.48753 -5.08888
H -1.20293 -3.34649 -0.35843
H -0.67700 -5.58879 0.50666
H 1.58066 -6.07756 1.39574
H 3.31301 -4.30565 1.40943
H 2.78865 -2.06270 0.58378
H -0.21238 -2.76368 -2.91377
H -1.94379 -3.27267 -4.59639
H -3.99916 -1.89546 -4.72274
H -4.33052 -0.01377 -3.14882
H -2.63640 0.45535 -1.41793
O 2.39454 1.12116 0.33773
S 2.60425 0.84357 1.85506
O 3.92105 0.46189 2.21176
O 2.02142 2.09930 2.43437
O 1.51225 -0.18004 2.03165
*
```

Output
Maximum force in eV Å⁻¹: 1.870
Total energy in Ha: -3080.757174
ΔE to the lowest compared entry with this formula, charge and spin in kcal per mole: 49.4
<S²>: 0.7631
LUMO (alpha / beta) in eV: -0.98 / -1.07
Highest occupied orbital energy (alpha / beta) in eV: -7.8 / -7.8
Molecular weight in g/mol: 873.68

Atom charges from the Löwdin analysis, given in e for atoms 1 to 5: atom 1 (Re): 1.352, atom 2 (S): 0.635, atom 3 (C): -1.121, atom 4 (N): -0.210, atom 5 (C): -0.303

---

Below is 2 unconnected molecules or ions with the total composition C2 at a distorted geometry, with properties calculated with ωB97M-V/def2-TZVPD.

Geometry as ORCA input:
```
! RIJCOSX wB97M-V def2-TZVPD def2/J DEFGRID3
* xyz 0 1
C -0.30517 0.07750 1.17090
C 0.30517 -0.07750 -1.17090
*
```

Output
Maximum force in eV Å⁻¹: 5.117
Total energy in Ha: -75.647832
ΔE to the lowest compared entry with this formula, charge and spin in kcal per mole: 144.1
LUMO in eV: -2.28
Highest occupied orbital energy in eV: -8.4
Molecular weight in g/mol: 24.02

Charges computed using Löwdin, reported in e: atom 1 (C): 0.000, atom 2 (C): 0.000

---

Below is C10H16N2O5 in the gas phase at a distorted geometry, with properties calculated with ωB97M-V/def2-TZVPD.

Geometry as ORCA input:
```
! RIJCOSX wB97M-V def2-TZVPD def2/J DEFGRID3
* xyz 0 1
N 1.56035 0.14824 2.30543
C 0.92522 -0.87208 1.42177
C -0.37966 -1.36261 2.12402
C -1.09934 -2.52051 1.45847
C -2.16385 -2.14149 0.48502
O -2.77914 -1.07908 0.45183
O -2.43106 -3.09923 -0.37512
C 0.67324 -0.35703 0.02274
O 0.15184 -1.07818 -0.89379
N 1.12370 0.95821 -0.26220
C 2.15131 0.99482 -1.28004
C 1.61538 1.78361 -2.43744
C 0.11708 1.83793 -2.22727
C 0.05156 1.90713 -0.68598
C -1.29491 1.66348 -0.02496
O -1.54122 1.81402 1.15893
O -2.23729 1.16596 -0.87952
H 2.00779 -0.34758 3.06386
H 2.22714 0.68937 1.73980
H 1.55257 -1.78588 1.29779
H -0.07276 -1.63916 3.15168
H -1.09799 -0.55374 2.28311
H -0.40730 -3.21915 0.96583
H -1.67674 -3.11827 2.17248
H -3.12466 -2.66950 -0.91392
H 2.99847 1.55742 -0.86901
H 2.51207 -0.01111 -1.52273
H 1.95758 1.37387 -3.40214
H 1.94836 2.84116 -2.37488
H -0.34200 0.89190 -2.52349
H -0.38985 2.68124 -2.72337
H 0.35287 2.91120 -0.34091
H -2.88879 0.63502 -0.36600
*
```

Output
Maximum force in eV Å⁻¹: 4.568
Total energy in Ha: -876.378331
ΔE to the lowest compared entry with this formula, charge and spin in kcal per mole: 33.9
SMILES string: N[C@@H](CCC(=O)O)C(=O)N1CCC[C@H]1C(=O)O
LUMO in eV: 0.51
Highest occupied orbital energy in eV: -9.2
Molecular weight in g/mol: 244.25

Atom charges from the Löwdin analysis, given in e for atoms 1 to 5: atom 1 (N): 0.053, atom 2 (C): -0.284, atom 3 (C): -0.130, atom 4 (C): -0.102, atom 5 (C): -0.534

---

Below is 6 unconnected molecules or ions with the total composition C24H60O12 at a distorted geometry, with properties calculated with ωB97M-V/def2-TZVPD.

Geometry as ORCA input:
```
! RIJCOSX wB97M-V def2-TZVPD def2/J DEFGRID3
* xyz 1 2
C 0.32360 -13.58312 -4.05678
O 0.41366 -13.72856 -2.61422
C 1.01885 -14.95955 -2.34851
C 1.05497 -14.91626 -0.85723
O -0.07110 -15.48363 -0.20794
C -1.22111 -14.66568 -0.40349
H -0.16250 -14.39882 -4.59198
H 1.33858 -13.49266 -4.44372
H 0.00370 -12.56143 -4.26153
H 1.98833 -15.14810 -2.80965
H 0.39216 -15.82879 -2.54793
H 1.35911 -13.95576 -0.44123
H 1.91553 -15.57221 -0.72580
H -1.66094 -14.66522 -1.40082
H -1.16812 -13.62891 -0.07127
H -2.03668 -15.08182 0.18793
C -5.55841 -13.29959 -0.81165
O -5.74471 -13.63324 -2.21966
C -6.22072 -14.93373 -2.50415
C -7.55948 -14.77483 -3.19672
O -7.45583 -13.77662 -4.25645
C -8.58203 -13.66231 -5.05927
H -4.55701 -13.66539 -0.58475
H -6.29071 -13.70830 -0.11538
H -5.59747 -12.27575 -0.43974
H -6.20088 -15.43257 -1.53520
H -5.43244 -15.37858 -3.11145
H -8.17668 -14.33911 -2.41104
H -7.76615 -15.80312 -3.49341
H -8.42376 -12.69330 -5.53262
H -9.54654 -13.76955 -4.56296
H -8.44647 -14.41911 -5.83191
C -6.76622 -11.76868 3.20454
O -5.41449 -11.98055 2.78545
C -4.59431 -12.62621 3.66351
C -4.25441 -13.97838 3.08955
O -5.30678 -14.83815 2.60213
C -4.85015 -15.76110 1.60597
H -7.20730 -11.15356 2.42022
H -6.87374 -11.26810 4.16681
H -7.30527 -12.71247 3.28699
H -4.98962 -12.56553 4.67749
H -3.70507 -12.02209 3.84345
H -3.63015 -14.46774 3.83717
H -3.50059 -13.85015 2.31275
H -4.18096 -15.28659 0.88825
H -5.68366 -16.06491 0.97268
H -4.32935 -16.67444 1.89351
C -0.05471 -20.46645 3.56517
O 1.21187 -19.83884 3.46765
C 1.71735 -19.96728 2.11735
C 3.24143 -19.68759 1.98990
O 3.60258 -18.35944 2.55726
C 3.48005 -17.19923 1.76417
H -0.70070 -20.34148 2.69616
H -0.58971 -20.06342 4.42508
H 0.04952 -21.52987 3.78054
H 1.08666 -19.44993 1.39438
H 1.48698 -20.94747 1.69993
H 3.48682 -19.65184 0.92848
H 3.67781 -20.57509 2.44819
H 2.47454 -17.19494 1.34339
H 4.21172 -17.06806 0.96696
H 3.71042 -16.46262 2.53387
C 0.18260 -9.24942 -4.92244
O 1.49919 -8.85741 -5.19167
C 1.79784 -7.44174 -5.25721
C 3.24856 -7.06553 -5.54831
O 3.88458 -7.12766 -4.27813
C 4.41537 -8.41314 -3.86301
H -0.35841 -8.67981 -4.16682
H 0.08950 -10.27531 -4.56610
H -0.48028 -9.07725 -5.77039
H 1.59283 -7.11595 -4.23745
H 1.12057 -6.99139 -5.98289
H 3.28770 -6.05906 -5.96493
H 3.62111 -7.75167 -6.30892
H 4.58788 -8.38089 -2.78723
H 5.36882 -8.55082 -4.37298
H 3.68961 -9.21871 -3.97449
C -2.93723 -10.88810 0.59296
O -1.77232 -10.08798 0.05791
C -0.77724 -10.09760 1.07746
C 0.65018 -9.74024 0.49567
O 1.28460 -10.79146 -0.23235
C 1.09192 -10.90672 -1.58157
H -2.44207 -11.74918 1.04180
H -3.45855 -11.14697 -0.32862
H -3.52949 -10.31820 1.30888
H -0.67462 -11.03658 1.62142
H -1.13571 -9.34593 1.78073
H 1.17182 -9.63222 1.44663
H 0.66770 -8.78279 -0.02499
H 1.26927 -9.96383 -2.09887
H 0.11223 -11.24522 -1.91879
H 1.83458 -11.55149 -2.05148
*
```

Output
Maximum force in eV Å⁻¹: 3.364
Total energy in Ha: -1852.536956
ΔE to the lowest compared entry with this formula, charge and spin in kcal per mole: 57.5
<S²>: 0.7560
LUMO (alpha / beta) in eV: -2.36 / -8.76
Highest occupied orbital energy (alpha / beta) in eV: -11.0 / -11.0
Molecular weight in g/mol: 540.73

Atom charges from the Löwdin analysis, given in e for atoms 1 to 5: atom 1 (C): -0.061, atom 2 (O): -0.229, atom 3 (C): -0.232, atom 4 (C): -0.219, atom 5 (O): -0.133